# C38H33N6O3PSeTi

A structure of composition C38H33N6O3PSeTi (ωB97M-V/def2-TZVPD, the Open Molecules 2025 dataset).

Each line ends with the Löwdin charge.
Atoms and positions in Å:
C: 4.25623 2.55522 -0.52813  -0.06
H: 3.43111 -4.56274 1.12624  0.13
H: -3.54141 -0.17124 -4.96649  0.09
C: -2.27630 1.53099 4.15895  -0.34
C: -1.51449 -0.97160 -3.37323  -0.26
H: -2.75574 -3.53452 -3.34601  0.09
C: -1.72914 0.88661 1.86666  -0.15
H: 6.11353 2.32306 -1.57641  0.12
C: -3.69799 -1.17436 -4.56719  -0.04
C: 2.11997 -4.69501 -0.56950  -0.02
H: -0.26664 5.06298 3.21836  0.14
C: 0.11494 -2.01449 -2.19747  -0.29
O: 0.34693 1.56708 -2.20476  -0.37
H: 5.76348 -0.08420 -2.01485  0.12
H: -3.43783 -0.65864 -2.51912  0.11
N: -2.47822 1.41728 -1.52474  0.01
H: 3.75101 -1.21398 -1.19477  0.11
H: 1.63263 1.22299 -3.76512  0.10
H: 0.26582 -2.02357 2.23422  0.11
H: -3.56830 -0.89061 4.06699  0.14
H: -2.30565 -1.77021 0.05525  0.10
C: 0.99138 0.02235 4.82513  -0.05
C: -1.04159 2.15971 1.68201  -0.14
C: -3.17884 -2.77700 -2.68328  -0.04
H: 0.48580 3.68469 -0.77929  0.12
H: -2.72906 -2.90676 -1.69660  0.06
H: 2.30913 -5.74403 -0.74864  0.13
C: -2.37221 0.57794 3.06066  -0.07
H: -4.77019 -1.31919 -4.44479  0.09
H: 2.35744 1.73408 2.24820  0.09
H: -0.16754 -1.43895 -5.08028  0.15
Ti: -0.72826 0.81659 -1.05092  0.97
H: 0.67018 5.47755 0.92849  0.13
H: 0.84864 2.82220 -3.74662  0.10
C: 1.27125 -3.99976 -1.41010  0.02
C: -0.32881 4.31632 2.43765  0.06
H: 0.87649 0.08120 5.89914  0.12
H: 2.16618 2.44791 -2.59904  0.08
C: 2.74093 -4.03685 0.48110  -0.02
C: 0.49707 -1.07607 4.12974  -0.05
C: -3.59121 1.56623 -1.05978  -0.41
C: -3.03480 -1.49373 2.06953  0.01
C: 3.10452 1.92752 -0.08311  -0.13
C: -2.34526 -1.12118 0.92192  -0.08
N: -2.78515 1.32149 5.34549  -0.20
H: -1.45232 0.05984 -3.72755  0.13
C: -3.04944 -0.63937 3.15116  0.05
N: -0.75843 -1.06131 -2.08189  0.04
H: -3.54963 -2.44333 2.09819  0.13
H: 2.35962 2.50787 0.44935  0.07
H: 4.40712 3.60759 -0.32819  0.12
C: -0.96330 3.10358 2.70219  -0.07
N: -0.49464 2.37306 0.46786  0.02
C: 1.30264 2.04645 -3.12996  -0.07
C: 1.30924 -0.14208 2.05666  -0.35
C: 1.81467 0.94660 2.76053  -0.07
Se: -2.37988 2.72938 6.34676  1.21
C: 2.91078 0.56238 -0.30646  -0.34
C: 0.19187 4.54174 1.17853  0.01
C: 5.21552 1.83258 -1.22729  -0.05
C: -0.73000 -1.92340 -4.28537  -0.03
N: -1.51246 3.55196 5.03539  -0.20
O: -4.65587 1.70729 -0.62848  0.20
C: 5.02035 0.48199 -1.47034  -0.05
C: 1.00076 -2.64431 -1.19537  -0.12
O: 0.20816 -2.56941 -3.39087  0.06
C: 1.59344 -1.98603 -0.11111  -0.30
C: 0.09088 3.54599 0.21856  -0.09
H: -3.35978 -1.89626 -5.31276  0.09
C: 0.64694 -1.15533 2.75619  -0.10
C: -2.99052 -1.36172 -3.22422  -0.38
H: 0.81315 -4.50788 -2.24563  0.13
H: -0.00152 -1.87589 4.66127  0.12
H: 2.06161 1.87510 4.67364  0.12
H: -4.24157 -2.99783 -2.59161  0.10
P: 1.36568 -0.21405 0.23721  1.12
C: 2.47961 -2.69474 0.70026  -0.08
C: 1.65272 1.02881 4.13785  -0.05
N: -1.70953 0.04314 0.81596  0.01
H: -1.35062 -2.70615 -4.71128  0.13
C: 3.87722 -0.15657 -1.00711  -0.06
H: 2.97489 -2.18500 1.51576  0.13
C: -1.56737 2.77205 3.98667  -0.34

Summary:
ΔE to the lowest compared entry with this formula, charge and spin ... 0.00 kcal per mole
Total charge ... +2
Kohn-Sham gap ... 7.4430 eV